# 1
# C32H27AlF47O10S

C32H27AlF47O10S as an isolated structure in a non-equilibrium geometry (wB97M-V/def2-TZVPD, the Open Molecules 2025 dataset).

Calculated values
Largest force on an atom ... 1.276 eV/Å
Energy relative to the best compared isomer or geometry (same formula, charge and spin) ... 0.0 kJ/mol
HOMO energy ... -7.1 eV
Frontier orbital gap ... 8.719 eV

The geometry in ORCA input format:
```
! wB97M-V def2-TZVPD RIJCOSX def2/J DEFGRID3
* xyz -1 1
C -1.58 7.02 0.15
C -0.84 5.75 0.41
O -0.24 5.54 1.43
O -0.85 4.90 -0.68
C -1.24 3.56 -0.57
O -1.80 3.10 0.39
C -0.83 2.85 -1.80
Al 1.00 2.02 -1.65
C 2.33 3.39 -0.92
F 3.52 2.73 -0.61
F 1.93 4.05 0.22
C 2.74 4.46 -1.91
F 1.64 5.19 -2.24
F 3.64 5.32 -1.36
S 0.81 0.20 -0.18
O -0.59 -0.20 -0.15
O 1.70 -0.87 -0.61
C 1.25 0.57 1.60
F 2.58 0.56 1.75
F 0.72 -0.36 2.40
F 0.78 1.77 1.96
H -1.50 7.65 1.02
H -2.60 6.84 -0.17
H -1.07 7.52 -0.67
H -0.74 3.59 -2.59
H -1.59 2.13 -2.10
H 1.43 1.52 -3.10
H 3.19 4.03 -2.81
C -3.31 -4.66 -2.37
C -3.29 -5.99 -1.59
C -4.48 -6.32 -0.69
F -4.62 -5.45 0.32
F -4.28 -7.56 -0.16
F -2.14 -6.11 -0.90
F -3.28 -6.98 -2.54
O -2.56 -3.58 -1.86
C -3.09 -2.67 -0.96
C -2.31 -2.68 0.36
F -2.37 -3.91 0.93
F -2.89 -1.80 1.19
F -4.41 -2.88 -0.77
F -2.96 -1.46 -1.51
H -2.81 -4.89 -3.31
H -4.33 -4.37 -2.63
H -5.41 -6.35 -1.28
H -1.27 -2.40 0.19
C 2.47 2.72 -8.51
C 1.69 2.59 -7.20
C 1.36 3.88 -6.43
F 2.48 4.51 -6.03
F 0.65 3.56 -5.33
F 2.31 1.72 -6.39
F 0.48 2.05 -7.53
O 3.86 2.45 -8.49
C 4.80 3.41 -8.24
C 5.62 3.09 -6.98
F 4.82 3.02 -5.90
F 6.52 4.08 -6.79
F 4.27 4.65 -8.18
F 5.67 3.40 -9.28
H 2.07 1.92 -9.14
H 2.25 3.65 -9.03
H 0.76 4.56 -7.05
H 6.14 2.14 -7.11
C -3.17 -11.22 -1.74
C -3.25 -11.73 -3.19
C -4.52 -11.44 -3.99
F -5.60 -12.03 -3.44
F -4.38 -11.94 -5.24
F -2.98 -13.06 -3.23
F -2.25 -11.10 -3.87
O -3.42 -12.14 -0.70
C -4.67 -12.38 -0.21
C -5.08 -13.85 -0.39
F -5.09 -14.18 -1.70
F -6.32 -14.03 0.11
F -5.60 -11.55 -0.71
F -4.63 -12.17 1.13
H -2.12 -10.96 -1.60
H -3.73 -10.29 -1.61
H -4.69 -10.36 -4.06
H -4.38 -14.50 0.14
C 2.50 5.26 3.90
C 2.78 6.65 3.32
C 3.67 6.74 2.08
F 4.92 6.31 2.33
F 3.75 8.05 1.71
F 3.25 7.46 4.29
F 1.57 7.12 2.93
O 3.24 4.86 5.06
C 4.45 4.23 4.98
C 5.56 5.05 5.64
F 5.71 6.24 5.02
F 6.73 4.37 5.54
F 4.77 3.86 3.73
F 4.34 3.09 5.71
H 1.48 5.33 4.27
H 2.48 4.48 3.14
H 3.24 6.17 1.25
H 5.33 5.22 6.69
C -0.80 2.25 5.73
C -0.66 1.01 6.62
C -1.53 0.92 7.88
F -1.25 1.92 8.75
F -1.28 -0.25 8.51
F 0.64 0.82 6.96
F -1.03 -0.05 5.87
O 0.18 3.26 5.87
C 0.05 4.26 6.78
C 1.22 4.25 7.77
F 1.24 3.09 8.46
F 1.05 5.26 8.66
F -1.14 4.26 7.39
F 0.15 5.43 6.10
H -0.65 1.88 4.72
H -1.81 2.65 5.75
H -2.59 0.96 7.62
H 2.16 4.38 7.24
*
```

***

# 2
# C29H41N5P2S2Sc

C29H41N5P2S2Sc as an isolated structure in a non-equilibrium geometry (wB97M-V/def2-TZVPD, the Open Molecules 2025 dataset).

Calculated values
Largest force on an atom ... 1.001 eV/Å
Energy relative to the best compared isomer or geometry (same formula, charge and spin) ... 34.5 kJ/mol
HOMO energy ... -10.1 eV
Frontier orbital gap ... 6.934 eV

The geometry in ORCA input format:
```
! wB97M-V def2-TZVPD RIJCOSX def2/J DEFGRID3
* xyz 1 1
Sc 0.19 -0.37 -0.24
C -3.21 -2.34 -2.31
C -2.59 -1.22 -3.15
C -3.63 -0.63 -4.10
P -1.73 0.00 -2.07
C -1.22 1.39 -3.16
C -0.57 2.47 -2.29
C -0.25 0.89 -4.23
C -2.91 0.78 -0.93
C -4.05 1.44 -1.41
C -4.88 2.15 -0.57
C -4.54 2.24 0.78
C -3.41 1.62 1.26
C -2.59 0.85 0.43
N -1.40 0.25 0.93
C -1.37 -0.22 2.26
C -2.50 -0.76 2.89
C -2.44 -1.24 4.18
C -1.25 -1.23 4.89
C -0.11 -0.75 4.27
C -0.16 -0.25 2.96
P 1.34 0.29 2.08
C 1.75 1.97 2.72
C 0.56 2.90 2.44
C 2.13 2.00 4.20
C 2.71 -0.80 2.65
C 2.47 -2.25 2.25
C 4.02 -0.28 2.06
H -3.69 -3.07 -2.97
H -3.97 -1.94 -1.64
H -2.47 -2.86 -1.71
H -1.77 -1.64 -3.74
H -4.54 -0.36 -3.57
H -3.89 -1.39 -4.84
H -3.27 0.24 -4.65
H -2.11 1.80 -3.63
H 0.28 2.07 -1.72
H -1.28 2.91 -1.58
H -0.18 3.28 -2.91
H 0.61 0.39 -3.78
H 0.13 1.73 -4.82
H -0.73 0.19 -4.92
H -4.27 1.42 -2.47
H -5.76 2.64 -0.96
H -5.16 2.82 1.45
H -3.14 1.74 2.30
H -3.43 -0.81 2.34
H -3.34 -1.65 4.64
H -1.20 -1.60 5.91
H 0.83 -0.78 4.80
H 2.60 2.30 2.12
H -0.30 2.62 3.05
H 0.25 2.86 1.39
H 0.82 3.93 2.67
H 1.30 1.65 4.82
H 2.36 3.02 4.49
H 3.01 1.39 4.41
H 2.76 -0.75 3.74
H 2.39 -2.34 1.16
H 1.56 -2.66 2.69
H 3.31 -2.87 2.56
H 3.95 -0.19 0.97
H 4.84 -0.97 2.28
H 4.30 0.70 2.46
N 1.85 -0.64 -1.38
C 2.99 -0.53 -1.74
N 4.13 -0.41 -2.18
C 5.35 -0.54 -1.70
N 6.44 -0.63 -1.33
S -0.78 -2.77 0.50
C -0.38 -4.39 0.39
N 0.80 -4.90 0.11
C 0.98 -6.35 0.28
C -0.42 -6.95 0.22
S -1.56 -5.61 0.71
H 1.59 -4.29 -0.03
H 1.46 -6.55 1.24
H 1.61 -6.74 -0.51
H -0.54 -7.78 0.91
H -0.69 -7.27 -0.78
*
```

***

# 3
# C25H36O6

One molecule with the formula C25H36O6 (wB97M-V/def2-TZVPD, the Open Molecules 2025 dataset).

Calculated values
Largest force on an atom ... 0.826 eV/Å
Energy relative to the best compared isomer or geometry (same formula, charge and spin) ... 16.6 kJ/mol
HOMO energy ... -9.3 eV
Frontier orbital gap ... 9.646 eV
SMILES string ... CCCC(=O)O[C@@]1(C(=O)CO)CC[C@@H]2[C@@H]3CCC4=CC(=O)CC[C@]4(C)[C@H]3[C@H](O)C[C@@]21C

The geometry in ORCA input format:
```
! wB97M-V def2-TZVPD RIJCOSX def2/J DEFGRID3
* xyz 0 1
C 0.85 4.97 5.91
C 1.62 4.16 4.88
C 0.71 3.66 3.76
C 1.48 2.93 2.69
O 2.67 3.00 2.52
O 0.67 2.20 1.92
C 1.32 1.39 0.92
C 2.46 2.17 0.25
O 3.50 1.64 -0.02
C 2.18 3.62 -0.13
O 3.28 4.45 0.14
C 1.85 0.10 1.59
C 0.81 -1.00 1.32
C -0.38 -0.30 0.65
C -1.23 -1.20 -0.26
C -1.76 -2.39 0.54
C -2.74 -3.17 -0.31
C -2.08 -3.65 -1.56
C -2.19 -4.94 -1.93
C -1.70 -5.51 -3.18
O -1.79 -6.69 -3.44
C -1.11 -4.50 -4.13
C -0.42 -3.36 -3.38
C -1.36 -2.62 -2.41
C -2.43 -1.85 -3.20
C -0.50 -1.67 -1.52
C 0.00 -0.41 -2.27
O 0.67 -0.68 -3.48
C 0.92 0.42 -1.37
C 0.24 0.91 -0.09
C -0.80 1.99 -0.39
H 1.51 5.31 6.70
H 0.05 4.38 6.35
H 0.40 5.85 5.44
H 2.09 3.30 5.37
H 2.42 4.76 4.45
H -0.07 3.00 4.15
H 0.21 4.51 3.28
H 1.27 4.00 0.36
H 2.03 3.65 -1.22
H 3.64 4.19 0.99
H 2.82 -0.14 1.17
H 1.99 0.28 2.65
H 1.23 -1.76 0.67
H 0.51 -1.48 2.25
H -1.03 0.10 1.43
H -2.10 -0.60 -0.57
H -0.93 -3.04 0.83
H -2.25 -2.04 1.45
H -3.14 -4.02 0.25
H -3.58 -2.52 -0.58
H -2.72 -5.63 -1.29
H -0.41 -5.00 -4.80
H -1.93 -4.11 -4.75
H -0.02 -2.65 -4.11
H 0.41 -3.79 -2.82
H -3.14 -2.53 -3.64
H -2.98 -1.17 -2.55
H -1.96 -1.27 -3.99
H 0.38 -2.24 -1.21
H -0.86 0.19 -2.57
H 1.54 -1.06 -3.27
H 1.79 -0.18 -1.12
H 1.27 1.28 -1.95
H -0.36 2.79 -0.97
H -1.62 1.57 -0.96
H -1.20 2.40 0.53
*
```

***

# 4
# Cl3H7Si4

A 2-piece molecular cluster, Cl3H7Si4 overall in a non-equilibrium geometry (wB97M-V/def2-TZVPD, the Open Molecules 2025 dataset).

Calculated values
Largest force on an atom ... 3.706 eV/Å
Energy relative to the best compared isomer or geometry (same formula, charge and spin) ... 207.3 kJ/mol
HOMO energy ... -9.4 eV
Frontier orbital gap ... 9.026 eV

The geometry in ORCA input format:
```
! wB97M-V def2-TZVPD RIJCOSX def2/J DEFGRID3
* xyz 0 1
Si -0.43 1.51 1.04
Si 0.08 -0.36 -0.31
Si -1.13 -2.29 -0.73
Si -4.64 0.01 -0.29
Cl -3.18 1.10 -1.07
Cl -4.27 0.56 1.69
Cl -2.84 -2.34 0.57
H 0.24 2.14 2.02
H -0.64 2.71 0.27
H -1.52 0.89 1.82
H 1.24 -0.93 0.39
H 0.31 0.16 -1.83
H -0.73 -3.66 -0.70
H -1.35 -2.52 -2.19
*
```

***

# 5
# C43H45I2NO5P2SSiV

C43H45I2NO5P2SSiV as an isolated structure in a non-equilibrium geometry (wB97M-V/def2-TZVPD, the Open Molecules 2025 dataset).

Calculated values
Largest force on an atom ... 1.254 eV/Å
Energy relative to the best compared isomer or geometry (same formula, charge and spin) ... 286.7 kJ/mol
HOMO energy (alpha / beta) ... -10.1 / -9.6 eV
⟨S²⟩ ... 2.0987
Frontier orbital gap (alpha / beta) ... 7.671 / 7.163 eV

The geometry in ORCA input format:
```
! wB97M-V def2-TZVPD RIJCOSX def2/J DEFGRID3
* xyz 1 3
V 0.31 0.27 0.61
O 2.68 2.38 2.97
C 1.90 1.99 2.13
O 1.55 0.75 1.94
C 1.15 2.95 1.22
C 1.42 4.30 1.16
C 0.59 5.11 0.39
C -0.49 4.54 -0.26
C -0.69 3.17 -0.15
N 0.12 2.39 0.57
H 2.27 4.69 1.71
H 0.78 6.17 0.31
H -1.17 5.13 -0.85
H -1.52 2.67 -0.64
O 0.98 -1.67 0.36
P 1.54 -2.13 -0.97
C 0.19 -2.12 -2.21
P -0.55 -0.48 -2.46
O -0.74 0.19 -1.10
C 0.50 0.45 -3.56
C 0.79 -0.06 -4.83
C 1.58 0.67 -5.70
C 2.08 1.90 -5.30
C 1.79 2.41 -4.05
C 1.00 1.68 -3.17
C -2.14 -0.71 -3.22
C -3.07 -1.48 -2.52
C -4.35 -1.64 -3.01
C -4.72 -1.01 -4.20
C -3.81 -0.23 -4.88
C -2.52 -0.07 -4.40
C 2.19 -3.79 -0.92
C 1.31 -4.87 -0.92
C 1.81 -6.16 -0.82
C 3.17 -6.37 -0.70
C 4.05 -5.29 -0.68
C 3.56 -4.00 -0.79
C 2.83 -1.05 -1.56
C 3.29 -1.09 -2.88
C 4.31 -0.25 -3.28
C 4.89 0.63 -2.37
C 4.46 0.65 -1.05
C 3.44 -0.19 -0.64
H -0.59 -2.76 -1.79
H 0.53 -2.53 -3.16
H 0.40 -1.02 -5.14
H 1.81 0.28 -6.68
H 2.70 2.48 -5.98
H 2.18 3.37 -3.74
H 0.77 2.07 -2.19
H -2.80 -1.95 -1.58
H -5.07 -2.24 -2.47
H -5.72 -1.14 -4.58
H -4.10 0.27 -5.80
H -1.81 0.55 -4.94
H 0.24 -4.72 -0.98
H 1.13 -7.00 -0.82
H 3.56 -7.37 -0.61
H 5.11 -5.45 -0.57
H 4.24 -3.16 -0.78
H 2.86 -1.78 -3.59
H 4.66 -0.27 -4.30
H 5.69 1.28 -2.68
H 4.94 1.31 -0.33
H 3.12 -0.20 0.40
I 1.92 1.07 5.33
I 0.82 -0.10 7.45
C -3.16 0.29 1.44
Si -1.62 -0.62 2.03
C -1.57 -0.68 3.90
C -1.82 -2.44 1.53
C -2.95 -2.91 0.85
C -3.14 -4.26 0.57
C -2.19 -5.19 0.98
C -1.06 -4.75 1.66
C -0.88 -3.41 1.93
H -4.07 -0.21 1.77
H -3.18 0.38 0.35
H -3.15 1.29 1.87
H -2.53 -1.10 4.23
H -1.45 0.31 4.34
H -0.77 -1.32 4.26
H -3.72 -2.21 0.55
H -4.03 -4.59 0.06
H -2.34 -6.24 0.78
H -0.32 -5.47 2.00
H 0.01 -3.09 2.46
O -0.99 2.75 3.48
S -0.24 3.79 4.27
C -0.79 3.66 6.00
C -1.61 4.91 6.34
C -2.29 5.33 5.04
C -1.16 5.34 4.02
H 0.08 3.52 6.64
H -1.39 2.75 6.02
H -0.94 5.71 6.67
H -2.32 4.71 7.15
H -2.79 6.29 5.12
H -3.03 4.58 4.75
H -0.48 6.17 4.18
H -1.48 5.31 2.98
*
```

***

# 6
# C45H28F4MnN10O5S

C45H28F4MnN10O5S as an isolated structure in a non-equilibrium geometry (wB97M-V/def2-TZVPD, the Open Molecules 2025 dataset).

Calculated values
Largest force on an atom ... 4.400 eV/Å
HOMO energy (alpha / beta) ... -13.8 / -13.5 eV
⟨S²⟩ ... 4.2370
Frontier orbital gap (alpha / beta) ... 6.279 / 5.641 eV

The geometry in ORCA input format:
```
! wB97M-V def2-TZVPD RIJCOSX def2/J DEFGRID3
* xyz 2 4
Mn -0.41 -0.08 -0.08
N -0.92 -1.87 -0.37
C -1.72 -2.71 -0.34
C -2.63 -3.76 -0.25
C -2.22 -5.02 0.21
C -3.14 -6.04 0.34
C -4.47 -5.83 0.01
C -4.89 -4.59 -0.44
C -3.98 -3.55 -0.58
H -1.18 -5.19 0.46
H -2.82 -7.01 0.70
H -5.18 -6.64 0.11
H -5.92 -4.43 -0.69
H -4.30 -2.59 -0.94
F 1.00 -0.95 4.18
C 0.47 -0.47 5.32
C 1.20 -0.56 6.47
F 2.41 -1.10 6.41
C 0.70 -0.08 7.72
C -0.64 0.42 7.69
C -1.36 0.51 6.53
F -2.59 1.01 6.57
C -0.83 0.11 5.27
C -1.50 0.30 4.06
C -1.00 -0.04 2.82
N -0.69 -0.26 1.71
C -2.73 0.99 3.94
N -3.71 1.55 3.75
F -1.20 0.81 8.83
C 1.48 -0.06 8.88
C 2.82 -0.49 8.92
N 3.92 -0.83 8.98
C 1.02 0.41 10.13
N 0.71 0.77 11.18
O -2.20 0.69 -0.94
C -1.89 1.76 -0.40
N -0.72 1.82 0.27
C -0.71 2.94 1.10
O 0.09 3.13 1.98
C -1.90 3.75 0.71
C -2.33 4.99 1.14
C -3.46 5.52 0.52
C -4.14 4.82 -0.47
C -3.73 3.55 -0.87
C -2.61 3.03 -0.26
H -1.81 5.53 1.91
H -3.82 6.49 0.81
H -4.99 5.27 -0.94
H -4.27 3.00 -1.62
C 2.13 -4.89 1.22
N 2.46 -3.64 0.52
C 1.99 -3.65 -0.88
C 1.95 -2.45 1.27
C 2.49 -1.17 0.70
C 3.88 -1.00 0.74
C 4.48 0.16 0.30
C 3.66 1.20 -0.13
C 2.29 1.04 -0.16
C 1.65 -0.16 0.20
H 2.47 -5.75 0.66
H 1.05 -4.96 1.36
H 2.60 -4.90 2.20
H 3.48 -3.53 0.50
H 0.91 -3.81 -0.90
H 2.48 -4.44 -1.43
H 2.20 -2.68 -1.34
H 2.25 -2.54 2.31
H 0.85 -2.45 1.23
H 4.51 -1.78 1.16
H 5.55 0.27 0.32
H 4.09 2.14 -0.42
H 1.70 1.90 -0.42
O -0.93 -2.20 -10.42
S -0.22 -2.34 -9.20
O -0.84 -3.07 -8.13
O 1.22 -2.26 -9.19
C -0.24 -0.56 -8.47
N -0.13 0.43 -9.29
C 0.04 1.62 -8.73
C 0.10 1.76 -7.35
C -0.02 0.60 -6.57
N -0.18 -0.58 -7.19
C 0.03 0.51 -5.11
C -0.22 -0.73 -4.51
C -0.15 -0.84 -3.13
N 0.11 0.18 -2.31
C 0.35 1.36 -2.88
C 0.33 1.57 -4.25
H 0.13 2.46 -9.41
H 0.24 2.74 -6.92
H -0.44 -1.58 -5.13
H -0.32 -1.81 -2.68
H 0.57 2.19 -2.22
H 0.57 2.55 -4.63
*
```

***

# 7
# CH3O3PS

A 2-piece molecular cluster, CH3O3PS overall in a non-equilibrium geometry (wB97M-V/def2-TZVPD, the Open Molecules 2025 dataset).

Calculated values
Largest force on an atom ... 2.280 eV/Å
Energy relative to the best compared isomer or geometry (same formula, charge and spin) ... 157.0 kJ/mol
HOMO energy ... -9.4 eV
Frontier orbital gap ... 8.166 eV
SMILES string ... O=PC(=O)O.S

The geometry in ORCA input format:
```
! wB97M-V def2-TZVPD RIJCOSX def2/J DEFGRID3
* xyz 0 1
O 0.57 3.24 1.12
P -0.03 2.86 -0.14
C -0.84 1.07 0.00
O -1.45 0.54 0.87
O -0.36 0.46 -1.09
H -0.72 -0.46 -1.18
S 0.43 -2.48 -0.26
H 1.63 -2.89 -0.43
H 0.78 -2.34 1.10
*
```

***

# 8
# C5H7N

One molecule with the formula C5H7N (wB97M-V/def2-TZVPD, the Open Molecules 2025 dataset).

Calculated values
Largest force on an atom ... 0.401 eV/Å
Energy relative to the best compared isomer or geometry (same formula, charge and spin) ... 462.8 kJ/mol
HOMO energy ... -8.3 eV
Frontier orbital gap ... 7.931 eV

The geometry in ORCA input format:
```
! wB97M-V def2-TZVPD RIJCOSX def2/J DEFGRID3
* xyz 0 1
C 0.96 2.49 -0.26
C 0.73 1.19 -0.52
C 0.06 0.36 0.46
C -0.76 -0.66 -0.12
C -0.25 -2.03 0.33
N -1.52 -1.55 0.78
H 0.99 0.80 -1.51
H 1.36 3.16 -1.02
H 0.70 2.92 0.70
H -1.17 -0.63 -1.14
H 0.59 -2.06 1.02
H -0.27 -2.80 -0.43
H -1.42 -1.18 1.72
*
```